# 1
DFT (ωB97M-V with the def2-TZVPD basis set) results for a molecular structure, C5H12FO2Rh in a non-equilibrium geometry.

Geometry as XYZ:
```
21
C5H12FO2Rh | the Open Molecules 2025 dataset | ωB97M-V with the def2-TZVPD basis set
F 0.351 2.032 -0.352
C 0.056 -0.746 2.515
O 0.364 0.187 1.476
C 0.637 1.511 1.933
C 1.216 2.270 0.773
H -0.059 -1.752 2.091
H 0.890 -0.731 3.223
H -0.872 -0.438 3.011
H 1.374 1.487 2.747
H -0.295 1.967 2.297
H 2.198 1.895 0.466
H 1.232 3.349 0.945
Rh -0.235 0.087 -0.401
C -0.131 -1.940 -3.065
O -1.317 -1.933 -2.334
C -1.613 -0.665 -1.742
H 0.096 -2.976 -3.349
H -0.213 -1.329 -3.983
H 0.719 -1.547 -2.469
H -2.584 -0.796 -1.233
H -1.812 0.070 -2.551
```

Charge: +2
HOMO energy (alpha / beta) (eV): -18.63 / -19.67
HOMO-LUMO gap (alpha / beta) (eV): 11.357 / 7.388
Expectation value of S²: 6.0098
Lowest unoccupied orbital energy (alpha / beta) (eV): -7.27 / -12.28
DFT total energy (Ha): -557.69893
2S+1: 5
Maximum force (eV Å⁻¹): 3.46

The net atomic charges from Löwdin, expressed in e, are: -0.165, -0.001, -0.385, -0.139, -0.054, 0.117, 0.124, 0.124, 0.168, 0.163, 0.150, 0.161, 1.392, -0.034, -0.027, -0.205, 0.133, 0.148, 0.105, 0.099, 0.127

# 2
DFT (ωB97M-V with the def2-TZVPD basis set) results for a molecular structure, C39H58BN3O2P2Re.

Geometry as XYZ:
```
106
C39H58BN3O2P2Re | the Open Molecules 2025 dataset | ωB97M-V with the def2-TZVPD basis set
Re 0.501 -0.474 0.004
C 0.385 1.882 -2.656
C 1.190 0.715 -3.243
C 2.682 0.874 -2.910
C 1.050 0.713 -4.769
P 0.581 -0.869 -2.465
C 1.907 -2.163 -2.542
N 1.555 -3.031 -1.443
B 0.872 -2.518 -0.308
N 0.377 -3.627 0.422
C -0.560 -3.512 1.507
P -0.945 -1.704 1.658
C -0.102 -1.138 3.224
C 1.358 -1.626 3.158
C -0.101 0.394 3.255
C -0.749 -1.696 4.492
C -2.806 -1.570 1.699
C -3.240 -0.178 2.172
C -3.307 -1.797 0.272
C -3.422 -2.644 2.610
C 0.745 -4.789 -0.259
C 0.475 -6.120 0.024
C 0.935 -7.071 -0.870
C 1.652 -6.707 -2.013
C 1.933 -5.381 -2.297
C 1.469 -4.422 -1.409
C -0.943 -1.574 -3.287
C -1.436 -2.792 -2.491
C -2.026 -0.491 -3.301
C -0.664 -2.046 -4.724
H 0.879 2.823 -2.906
H -0.631 1.929 -3.043
H 0.303 1.838 -1.567
H 2.973 1.897 -3.151
H 2.931 0.697 -1.865
H 3.297 0.213 -3.521
H 1.566 1.597 -5.148
H 1.517 -0.156 -5.230
H 0.015 0.779 -5.094
H 1.909 -2.686 -3.499
H 2.883 -1.700 -2.402
H -1.476 -4.071 1.300
H -0.155 -3.876 2.454
H 1.845 -1.458 2.191
H 1.939 -1.071 3.897
H 1.453 -2.686 3.390
H 0.425 0.822 2.396
H -1.097 0.826 3.292
H 0.443 0.728 4.141
H -0.849 -2.781 4.474
H -0.105 -1.448 5.338
H -1.725 -1.254 4.685
H -2.717 0.631 1.661
H -4.304 -0.064 1.956
H -3.110 -0.054 3.246
H -2.934 -1.036 -0.415
H -3.031 -2.782 -0.108
H -4.396 -1.743 0.275
H -2.960 -2.703 3.591
H -4.471 -2.385 2.763
H -3.402 -3.632 2.153
H -0.071 -6.408 0.913
H 0.742 -8.117 -0.679
H 2.003 -7.478 -2.684
H 2.506 -5.110 -3.174
H -1.450 -2.621 -1.416
H -2.458 -3.008 -2.810
H -0.833 -3.676 -2.693
H -2.277 -0.144 -2.298
H -1.745 0.370 -3.905
H -2.928 -0.916 -3.743
H 0.255 -2.623 -4.824
H -1.482 -2.709 -5.009
H -0.641 -1.231 -5.439
C -1.355 7.353 0.126
C -1.379 5.854 0.216
C -2.585 5.173 0.100
C -2.638 3.788 0.154
C -1.468 3.084 0.360
C -0.251 3.748 0.484
N 0.911 2.938 0.661
C 1.744 2.957 1.765
C 1.446 3.748 2.876
C 2.305 3.790 3.958
C 3.489 3.058 3.970
C 3.779 2.246 2.894
C 2.906 2.158 1.805
C 3.232 1.121 0.809
O 4.296 0.715 0.474
O 2.078 0.476 0.313
C -0.183 5.138 0.389
C 1.122 5.881 0.422
H -2.363 7.756 0.077
H -0.817 7.684 -0.765
H -0.851 7.798 0.985
H -3.497 5.739 -0.039
H -3.584 3.273 0.056
H -1.477 1.998 0.441
H 1.320 2.577 -0.182
H 0.544 4.344 2.874
H 2.053 4.419 4.802
H 4.168 3.120 4.808
H 4.676 1.640 2.879
H 1.979 5.213 0.429
H 1.192 6.523 1.302
H 1.206 6.531 -0.449
```

Charge: +2
HOMO energy (alpha / beta) (eV): -12.90 / -12.89
HOMO-LUMO gap (alpha / beta) (eV): 5.821 / 5.340
Expectation value of S²: 3.7830
Lowest unoccupied orbital energy (alpha / beta) (eV): -7.08 / -7.55
DFT total energy (Ha): -2621.04330
2S+1: 4
Maximum force (eV Å⁻¹): 0.53

Atomic partial charges in e from the Löwdin method, atoms 1 to 99: 1.332, -0.078, -0.660, -0.075, -0.064, 1.105, -0.199, -0.009, -0.695, -0.002, -0.220, 1.070, -0.677, -0.068, -0.079, -0.063, -0.670, -0.071, -0.092, -0.059, -0.148, 0.007, -0.056, -0.055, 0.005, -0.160, -0.642, -0.075, -0.070, -0.057, 0.111, 0.082, 0.020, 0.106, 0.051, 0.095, 0.108, 0.094, 0.073, 0.106, 0.105, 0.105, 0.108, 0.056, 0.107, 0.094, 0.038, 0.074, 0.110, 0.087, 0.107, 0.081, 0.057, 0.103, 0.083, 0.057, 0.076, 0.109, 0.068, 0.107, 0.085, 0.119, 0.116, 0.116, 0.119, 0.028, 0.109, 0.097, 0.067, 0.067, 0.108, 0.080, 0.105, 0.074, -0.031, -0.211, -0.024, -0.066, -0.055, -0.226, 0.069, -0.227, -0.013, -0.041, -0.057, -0.002, -0.094, -0.450, 0.178, -0.320, -0.164, -0.019, 0.084, 0.093, 0.091, 0.119, 0.107, 0.066, 0.095

# 3
DFT (ωB97M-V with the def2-TZVPD basis set) results for 2 unconnected molecules or ions with the total composition BrH2IO2Si in a non-equilibrium geometry.

Geometry as XYZ:
```
7
BrH2IO2Si | the Open Molecules 2025 dataset | ωB97M-V with the def2-TZVPD basis set
O -0.918 0.770 -1.955
O 1.913 1.054 -1.367
Si 0.434 1.023 -1.112
Br 0.454 -3.443 3.146
I -0.575 2.009 0.949
H -0.990 0.854 -2.918
H -0.318 -2.269 3.257
```

Energy above the lowest of the compared OMol25 structures with the same formula, charge and spin (kcal/mol): 64.4
HOMO energy (eV): -10.24
HOMO-LUMO gap (eV): 9.408
Lowest unoccupied orbital energy (eV): -0.83
SMILES string: O=[Si](O)I.Br
DFT total energy (Ha): -3312.96323
Maximum force (eV Å⁻¹): 2.22

The net atomic charges from Löwdin, expressed in e, are: -0.211, -0.360, 0.044, 0.306, 0.446, 0.080, -0.305

# 4
DFT (ωB97M-V with the def2-TZVPD basis set) results for a single C2H3ClN2O6S molecule in a non-equilibrium geometry.

Geometry as XYZ:
```
15
C2H3ClN2O6S | the Open Molecules 2025 dataset | ωB97M-V with the def2-TZVPD basis set
C -0.141 -2.015 -0.266
C -0.090 0.884 -0.294
N 0.616 2.075 0.312
N -1.434 0.684 0.302
O -0.056 3.033 0.545
O -1.514 0.920 1.476
O 1.792 1.936 0.462
O -2.279 0.210 -0.408
O 1.197 -0.613 1.551
O 2.080 -0.665 -0.765
S 0.992 -0.674 0.147
Cl -0.146 1.051 -2.034
H 0.459 -2.917 -0.315
H -0.885 -2.098 0.515
H -0.591 -1.813 -1.230
```

Energy above the lowest of the compared OMol25 structures with the same formula, charge and spin (kcal/mol): 0.0
HOMO energy (eV): -11.55
HOMO-LUMO gap (eV): 10.389
Lowest unoccupied orbital energy (eV): -1.16
SMILES string: CS(=O)(=O)C(Cl)([N+](=O)[O-])[N+](=O)[O-]
DFT total energy (Ha): -1497.08904
Maximum force (eV Å⁻¹): 1.72

The net atomic charges from Löwdin, expressed in e, are: -0.112, -0.673, -0.413, -0.418, 0.139, 0.144, 0.122, 0.078, -0.263, -0.286, 0.641, 0.827, 0.079, 0.074, 0.062

# 5
DFT (ωB97M-V with the def2-TZVPD basis set) results for 2 unconnected molecules or ions with the total composition C5H6O in a non-equilibrium geometry.

Geometry as XYZ:
```
12
C5H6O | the Open Molecules 2025 dataset | ωB97M-V with the def2-TZVPD basis set
C 0.569 -0.028 -1.529
C -0.451 -0.769 -0.697
C -1.321 -0.525 0.244
O -2.218 -0.536 0.999
C 0.059 0.604 2.254
C 1.023 0.864 1.584
H 0.237 -0.188 -2.556
H 1.602 -0.399 -1.473
H 0.590 1.055 -1.362
H -1.148 -1.462 -1.200
H -0.838 0.320 2.763
H 1.888 1.098 1.004
```

Energy above the lowest of the compared OMol25 structures with the same formula, charge and spin (kcal/mol): 81.0
HOMO energy (eV): -8.86
HOMO-LUMO gap (eV): 9.645
Lowest unoccupied orbital energy (eV): 0.79
SMILES string: CC=C=O.C#C
DFT total energy (Ha): -269.21714
Maximum force (eV Å⁻¹): 1.02

The net atomic charges from Löwdin, expressed in e, are: -0.115, -0.150, -0.280, 0.122, 0.004, 0.015, 0.068, 0.070, 0.071, 0.126, 0.038, 0.033

# 6
DFT (ωB97M-V with the def2-TZVPD basis set) results for a single C2H7NO3S molecule in a non-equilibrium geometry.

Geometry as XYZ:
```
14
C2H7NO3S | the Open Molecules 2025 dataset | ωB97M-V with the def2-TZVPD basis set
C -1.482 -1.869 0.133
C -0.032 -1.567 0.233
H -2.027 -1.203 -0.694
H -1.670 -2.915 0.169
H -1.874 -1.429 1.209
H 0.606 -1.638 -0.807
H 0.633 -2.217 1.003
H 0.950 0.460 -1.715
H -1.298 1.739 -1.706
N 0.029 0.318 -1.336
O -0.665 0.992 1.148
O 1.841 0.112 0.736
O -0.242 1.703 -1.534
S 0.381 0.196 0.431
```

Energy above the lowest of the compared OMol25 structures with the same formula, charge and spin (kcal/mol): 94.7
HOMO energy (eV): -10.38
HOMO-LUMO gap (eV): 10.824
Lowest unoccupied orbital energy (eV): 0.44
SMILES string: CCS(=O)(=O)NO
DFT total energy (Ha): -758.90610
Maximum force (eV Å⁻¹): 5.20

The net atomic charges from Löwdin, expressed in e, are: -0.161, -0.389, 0.118, 0.047, 0.129, 0.130, 0.150, 0.087, 0.175, -0.183, -0.332, -0.353, -0.167, 0.748